1.
DFT (ωB97M-V/def2-TZVPD) results for C26H41Br18IN2S as an isolated structure in a non-equilibrium geometry.

Each line ends with the Mulliken charge.
Atoms and positions in Å:
S (-2.293, -3.707, -1.548)  -0.18
C (-3.979, -3.106, -1.103)  -0.08
C (-4.185, -1.713, -0.387)  0.22
C (-5.642, -1.334, -0.034)  -0.31
C (-6.902, -2.250, -0.381)  -0.32
N (-8.204, -1.794, 0.011)  -0.48
C (-9.248, -2.677, -0.368)  -0.13
C (-8.965, -3.999, -1.128)  0.06
I (-10.725, -5.200, -1.682)  0.06
N (-7.707, -4.539, -1.511)  -0.54
C (-6.700, -3.598, -1.103)  0.72
C (-5.200, -3.991, -1.443)  -0.50
H (-2.028, -4.683, -0.576)  0.18
H (-3.268, -1.029, -0.152)  0.12
H (-5.862, -0.354, 0.497)  0.37
H (-10.333, -2.406, -0.111)  0.34
H (-5.005, -5.003, -1.959)  0.30
Br (0.815, -4.338, 1.066)  -0.09
C (1.052, -2.861, -0.185)  -0.16
C (1.356, -1.573, 0.540)  -0.60
Br (-0.255, -0.817, 1.334)  -0.11
H (0.148, -2.810, -0.794)  -0.01
H (1.892, -3.154, -0.815)  0.30
H (1.712, -0.813, -0.157)  0.27
H (2.083, -1.691, 1.344)  0.45
Br (-6.456, -0.635, -2.347)  0.18
C (-6.248, 0.867, -3.577)  -0.72
C (-6.056, 2.162, -2.828)  -0.40
Br (-7.743, 2.816, -2.102)  -0.14
H (-7.123, 0.870, -4.228)  0.37
H (-5.362, 0.630, -4.169)  0.34
H (-5.713, 2.949, -3.501)  0.38
H (-5.362, 2.078, -1.992)  0.12
Br (-0.099, 4.130, -0.587)  -0.15
C (1.129, 2.792, -1.296)  -0.48
C (0.585, 2.161, -2.553)  -0.58
Br (-0.807, 0.860, -2.143)  -0.03
H (1.312, 2.074, -0.496)  0.24
H (2.051, 3.337, -1.506)  0.36
H (1.363, 1.593, -3.066)  0.21
H (0.153, 2.882, -3.246)  0.41
Br (1.258, -1.048, -4.392)  -0.11
C (1.037, -2.692, -5.415)  -0.58
C (0.160, -3.671, -4.677)  -0.61
Br (1.134, -4.538, -3.229)  -0.09
H (2.035, -3.077, -5.623)  0.37
H (0.568, -2.385, -6.352)  0.36
H (-0.153, -4.483, -5.335)  0.38
H (-0.723, -3.209, -4.234)  0.27
Br (-3.704, 0.885, 0.851)  -0.09
C (-3.170, 0.526, 2.691)  -0.71
C (-4.057, 1.254, 3.670)  -0.63
Br (-3.600, 3.146, 3.767)  -0.15
H (-2.118, 0.799, 2.775)  0.42
H (-3.271, -0.555, 2.810)  0.39
H (-3.906, 0.873, 4.681)  0.39
H (-5.116, 1.195, 3.419)  0.36
Br (3.042, 9.097, -2.321)  -0.15
C (1.853, 7.763, -1.542)  -0.50
C (2.307, 7.365, -0.160)  -0.55
Br (3.831, 6.152, -0.238)  -0.13
H (1.812, 6.927, -2.240)  0.30
H (0.875, 8.245, -1.501)  0.36
H (1.525, 6.804, 0.355)  0.26
H (2.606, 8.212, 0.457)  0.42
Br (6.254, 5.694, 3.568)  -0.11
C (7.476, 4.353, 2.856)  -0.53
C (6.927, 3.726, 1.599)  -0.43
Br (5.531, 2.428, 2.008)  -0.13
H (7.659, 3.634, 3.654)  0.22
H (8.400, 4.895, 2.643)  0.36
H (7.702, 3.156, 1.084)  0.37
H (6.496, 4.450, 0.909)  0.24
Br (1.835, -7.161, -1.054)  -0.05
C (2.220, -8.715, 0.058)  -0.61
C (1.024, -9.098, 0.895)  -0.57
Br (0.809, -7.897, 2.416)  -0.15
H (3.102, -8.471, 0.652)  0.35
H (2.469, -9.512, -0.644)  0.33
H (1.162, -10.088, 1.332)  0.34
H (0.086, -9.079, 0.340)  0.36
Br (10.520, 5.619, 7.584)  -0.14
C (9.339, 4.568, 6.443)  -0.50
C (9.992, 3.275, 6.024)  -0.64
Br (11.307, 3.570, 4.615)  -0.13
H (9.061, 5.204, 5.602)  0.26
H (8.456, 4.373, 7.053)  0.37
H (9.257, 2.596, 5.587)  0.32
H (10.508, 2.767, 6.839)  0.43

M (u): 1978.87
Calculated total energy (eV): -1310302.6109
HOMO level (eV): -8.13

***

2.
DFT (ωB97M-V/def2-TZVPD) results for one molecule with the formula C25H28N2O4S in a non-equilibrium geometry.

Each line ends with the Mulliken charge.
Atoms and positions in Å:
C (0.131, -0.174, 6.690)  -1.64
C (0.945, 0.390, 5.570)  0.66
C (1.667, 1.567, 5.746)  -0.60
C (2.410, 2.117, 4.717)  -0.67
C (2.467, 1.488, 3.484)  -0.58
C (1.762, 0.314, 3.292)  -0.62
C (1.006, -0.215, 4.322)  0.60
S (0.033, -1.678, 3.922)  1.19
O (0.134, -2.683, 4.948)  -0.73
O (0.355, -2.077, 2.579)  -0.59
C (-1.713, -1.034, 3.897)  -0.94
C (-1.605, 0.310, 3.311)  0.22
C (-1.708, 1.570, 3.837)  -0.48
C (-1.291, 2.456, 2.823)  -1.06
C (-0.938, 1.680, 1.747)  0.85
C (-0.450, 2.183, 0.449)  0.33
O (-0.554, 3.382, 0.220)  -0.72
N (0.130, 1.340, -0.435)  0.14
C (0.317, -0.091, -0.356)  -0.17
C (-0.573, -0.779, -1.397)  -1.02
N (-0.189, -0.295, -2.706)  0.64
C (-0.586, -1.050, -3.832)  -0.06
C (-1.717, -1.861, -3.810)  -0.39
C (-2.076, -2.592, -4.926)  -1.02
C (-1.319, -2.508, -6.078)  -0.89
C (-0.176, -1.721, -6.117)  0.97
C (0.644, -1.662, -7.372)  -1.53
C (0.211, -1.003, -4.984)  0.72
C (1.491, -0.220, -4.992)  -1.62
C (-0.405, 1.138, -2.798)  -0.69
C (0.460, 1.845, -1.753)  -0.95
O (-1.143, 0.376, 2.047)  -0.11
H (-0.867, 0.263, 6.686)  0.21
H (0.592, 0.064, 7.646)  0.52
H (0.043, -1.252, 6.593)  0.33
H (1.638, 2.059, 6.707)  0.45
H (2.951, 3.037, 4.878)  0.40
H (3.050, 1.908, 2.679)  0.44
H (1.785, -0.213, 2.352)  0.54
H (-2.104, -1.028, 4.907)  0.40
H (-2.257, -1.732, 3.265)  0.53
H (-2.055, 1.831, 4.815)  0.58
H (-1.243, 3.524, 2.864)  0.59
H (0.101, -0.484, 0.633)  -0.01
H (1.364, -0.304, -0.601)  0.09
H (-0.414, -1.857, -1.353)  0.53
H (-1.627, -0.559, -1.154)  0.40
H (-2.326, -1.915, -2.921)  0.43
H (-2.957, -3.216, -4.899)  0.40
H (-1.612, -3.065, -6.956)  0.35
H (0.138, -2.182, -8.182)  0.39
H (1.615, -2.133, -7.219)  0.32
H (0.817, -0.631, -7.674)  0.32
H (1.384, 0.710, -5.552)  0.33
H (2.283, -0.799, -5.463)  0.50
H (1.789, 0.014, -3.975)  0.31
H (-0.145, 1.486, -3.797)  0.48
H (-1.463, 1.391, -2.610)  0.23
H (0.277, 2.921, -1.761)  0.49
H (1.519, 1.650, -1.954)  0.27

M (u): 452.58
Calculated total energy (eV): -48384.5886
HOMO level (eV): -8.13
Energy above the lowest of the compared OMol25 structures with the same formula, charge and spin (kcal per mole): 32.7